1.
The following is a quantum chemistry calculation of a molecular structure, C22H43IrN2P3Se in a non-equilibrium geometry, from OMol25.

```
! wB97M-V def2-TZVPD RIJCOSX def2/J DEFGRID3
* xyz 4 6
Ir 0.0698 -0.7465 0.7019
P -1.4313 -2.4677 1.0538
P 1.7293 -0.8805 2.3408
P 1.3051 -1.6654 -0.8023
H -3.4899 2.3610 -4.3556
C -3.1714 1.3356 -4.5599
C -2.8733 0.4229 -3.6028
H -2.9166 0.6846 -2.5417
C -3.0281 -1.9860 1.8206
C -0.7534 -3.7348 2.1910
C -1.9592 -3.3244 -0.4768
C 2.7650 0.6216 2.1495
C 1.2905 -0.8027 4.1170
C 2.9155 -2.2798 2.3882
C 0.5868 -1.4217 -2.4635
C 1.6866 -3.4551 -0.6456
C 2.9896 -0.9461 -1.0461
H -3.1832 1.0486 -5.6296
H -2.7459 -0.6496 -3.9028
H -3.3922 -1.0548 1.3711
H -2.8901 -1.8443 2.8992
H -3.7385 -2.7990 1.6153
H -0.2556 -3.2504 3.0448
H -0.0363 -4.3711 1.6547
H -1.6127 -4.3319 2.5364
H -2.2726 -2.5828 -1.2211
H -2.8142 -3.9479 -0.1808
H -1.1576 -3.9449 -0.8888
H 3.4917 0.6576 2.9650
H 2.1374 1.5124 2.1959
H 3.2970 0.6268 1.1992
H 2.2145 -0.8625 4.7062
H 0.6388 -1.6423 4.3853
H 0.7807 0.1373 4.3544
H 3.5374 -2.1594 3.2880
H 3.5757 -2.3206 1.5244
H 2.3760 -3.2212 2.4804
H 1.2006 -1.9275 -3.2132
H 0.5557 -0.3493 -2.6810
H -0.4321 -1.8076 -2.4956
H 2.2371 -3.7723 -1.5371
H 0.7666 -4.0392 -0.5535
H 2.3029 -3.6264 0.2422
H 3.4630 -1.4558 -1.8851
H 3.6137 -1.0692 -0.1607
H 2.9054 0.1178 -1.2771
C 1.4821 3.2682 -2.4015
C 0.1900 2.8429 -2.7795
C -0.2132 2.8486 -4.1071
C 0.6747 3.2509 -5.1025
C 2.0253 3.4690 -4.7623
C 2.4378 3.4476 -3.4215
Se 1.8163 3.7630 -0.5786
H 3.1065 3.0238 -0.5570
H -0.5489 2.5701 -2.0097
H -1.2368 2.5302 -4.3523
H 0.3420 3.3673 -6.1364
H 2.7663 3.5939 -5.5644
H 3.4849 3.6026 -3.1640
N -2.9699 3.8545 3.5906
C -2.3715 2.8163 2.9337
C -1.9399 1.6631 3.6353
C -1.3613 0.6305 2.9402
N -1.0543 0.7089 1.6180
C -1.4545 1.7999 0.9230
C -2.1392 2.8478 1.5221
H -3.1114 3.8308 4.5966
H -3.2990 4.6749 3.1030
H -2.0870 1.5858 4.7204
H -1.1010 -0.3144 3.4467
H -1.2301 1.8298 -0.1483
H -2.4858 3.7087 0.9509
*
```

Calculated values
calculated total energy: -4501.77897 Ha
highest occupied orbital energy (spin up / spin down): -17.1290 / -18.7755 eV
energy above the lowest of the compared OMol25 structures with the same formula, charge and spin: 0.0 kJ/mol

Results of the Löwdin charge analysis, in e, for atoms 1 through 4: number 1, Ir, carries 0.81; number 2, P, carries 0.63; number 3, P, carries 0.66; number 4, P, carries 0.51

=====

2.
The following is a quantum chemistry calculation of a molecular structure, C14H27AsBiN5O8S, from OMol25.

```
! wB97M-V def2-TZVPD RIJCOSX def2/J DEFGRID3
* xyz 0 1
Bi 0.1316 0.3682 -0.5044
N -1.5751 -0.0276 1.4735
C -1.0569 0.3300 2.7881
C -0.7219 1.8165 2.8519
N 0.1223 2.2956 1.7440
C 1.5011 2.5429 2.1811
C 2.2493 1.2711 2.5625
N 2.5707 0.4649 1.3798
C -0.4522 3.4801 1.1010
C -1.6973 3.1694 0.2823
N -1.3741 2.3155 -0.8666
H -1.5498 -1.0316 1.3277
H -2.5308 0.2720 1.3169
H -1.7553 0.1036 3.6012
H -0.1700 -0.2818 2.9496
H -1.6572 2.3828 2.8526
H -0.2426 2.0348 3.8134
H 2.0333 3.0142 1.3520
H 1.5196 3.2514 3.0239
H 3.1369 1.5481 3.1397
H 1.6346 0.6684 3.2299
H 3.5000 0.6822 1.0413
H 2.5516 -0.5277 1.5891
H -0.6944 4.2607 1.8375
H 0.3028 3.8982 0.4309
H -2.4339 2.6450 0.8911
H -2.1604 4.1094 -0.0298
H -2.1918 1.8733 -1.2784
H -0.9086 2.8359 -1.6031
N 2.1819 2.2399 -1.3674
C 1.9732 2.5328 -2.7895
C 1.0971 1.4941 -3.4956
O 1.1359 1.4339 -4.7036
O 0.3420 0.7530 -2.7350
H 2.6039 3.0391 -0.9079
H 2.8484 1.4802 -1.2651
H 2.8964 2.6180 -3.3641
H 1.4564 3.4922 -2.8784
O -0.7917 -1.6661 -3.6041
As -1.8545 -1.9316 -2.2663
O -3.4057 -2.1201 -2.6936
O -1.6339 -0.6058 -1.1878
C -1.2717 -3.5530 -1.3537
C -2.1884 -4.5851 -1.5404
C -1.9781 -5.8438 -0.9934
C -0.8411 -6.0894 -0.2445
C 0.0795 -5.0722 -0.0403
C -0.1321 -3.8139 -0.5852
S 1.1030 -2.6014 -0.1709
O 0.5592 -1.8319 0.9750
O 2.3209 -3.2991 0.1235
O 1.1733 -1.6821 -1.3322
H -0.2910 -0.8318 -3.4872
H -3.0765 -4.3760 -2.1236
H -2.7041 -6.6288 -1.1604
H -0.6633 -7.0689 0.1796
H 0.9791 -5.2476 0.5330
*
```

Calculated values
calculated total energy: -4274.03932 Ha
highest occupied orbital energy: -9.1020 eV
energy above the lowest of the compared OMol25 structures with the same formula, charge and spin: 0.0 kJ/mol

Results of the Löwdin charge analysis, in e, for atoms 1 through 4: number 1, Bi, carries 1.92; number 2, N, carries -0.06; number 3, C, carries -0.23; number 4, C, carries -0.18

=====

3.
The following is a quantum chemistry calculation of a molecular structure, C6H12O3 in a non-equilibrium geometry, from OMol25.

```
! wB97M-V def2-TZVPD RIJCOSX def2/J DEFGRID3
* xyz 0 1
C -1.2419 -0.5980 0.1157
C 1.3468 0.6415 0.2634
C -2.5010 0.0001 -0.3468
C -1.1431 -2.0701 0.4351
C 1.6059 -0.0220 -1.0548
C 1.3598 2.1415 0.2950
O -0.3623 0.2056 0.7979
O -1.4278 -0.2710 -1.2642
O 1.7870 0.0107 1.3456
H 0.7523 -0.1636 1.6799
H -3.3882 -0.6116 -0.4871
H -2.6721 1.0529 -0.1468
H -1.4172 -2.2398 1.4771
H -0.1161 -2.4100 0.2938
H -1.8053 -2.6491 -0.2066
H 0.8036 2.5559 -0.5432
H 2.6251 0.2379 -1.3552
H 0.9084 0.3282 -1.8120
H 1.5415 -1.1026 -0.9566
H 2.4015 2.4704 0.2339
H 0.9432 2.4932 1.2359
*
```

Calculated values
calculated total energy: -461.44317 Ha
highest occupied orbital energy: -9.5320 eV
energy above the lowest of the compared OMol25 structures with the same formula, charge and spin: 322.3 kJ/mol

Results of the Löwdin charge analysis, in e, for atoms 1 through 4: number 1, C, carries -0.59; number 2, C, carries -0.46; number 3, C, carries -0.06; number 4, C, carries 0.02

=====

4.
The following is a quantum chemistry calculation of a molecular structure, C34H40ClIN3O2P2Sn, from OMol25.

```
! wB97M-V def2-TZVPD RIJCOSX def2/J DEFGRID3
* xyz -1 1
Sn 1.1686 -0.7902 0.0384
I 2.9318 -2.8041 0.8845
C 0.0709 2.3375 4.9070
N -0.5900 1.4477 3.8684
C -1.0241 0.1440 4.5190
N 0.0825 -0.4910 5.1638
C 0.6905 0.4072 6.1379
N 1.1509 1.6579 5.5469
C 2.2826 1.4490 4.6239
P 1.9176 0.2960 3.1936
C 0.3281 1.1300 2.7198
C 1.0780 -1.0273 4.2070
H -0.6985 2.5932 5.6385
H 0.4209 3.2253 4.3791
H -1.3876 1.9518 3.4734
H -1.4166 -0.4918 3.7250
H -1.8059 0.3809 5.2432
H 1.5378 -0.1003 6.5976
H -0.0469 0.6402 6.9110
H 3.1271 1.0518 5.1904
H 2.5742 2.4169 4.2117
H -0.2362 0.4732 2.0579
H 0.5451 2.0485 2.1736
H 1.8224 -1.6031 4.7584
H 0.5791 -1.7022 3.5083
C -1.9628 -2.7506 2.3523
O -0.9303 -1.9623 1.7901
C -0.7853 -2.1168 0.3458
C -0.5176 -3.5652 -0.0296
H -1.7480 -3.8188 2.2611
H -2.9290 -2.5462 1.8803
H -2.0278 -2.5073 3.4163
H -1.4318 -4.1738 -0.0871
H 0.1604 -4.0132 0.6962
H -0.0215 -3.6201 -1.0024
O 1.6029 -1.1494 -1.9996
P 0.4285 -0.9557 -3.0664
C 1.0258 0.4431 -4.1059
C 2.3035 0.9725 -3.9625
C 2.6960 2.0744 -4.7101
C 1.8097 2.6690 -5.5981
C 0.5198 2.1683 -5.7239
C 0.1289 1.0693 -4.9714
C 0.7890 -2.3281 -4.2511
C 0.0468 -2.4789 -5.4244
C 0.2142 -3.5913 -6.2341
C 1.1272 -4.5792 -5.8803
C 1.8590 -4.4472 -4.7090
C 1.6852 -3.3327 -3.8946
C -1.9653 -1.5270 -0.3514
C -2.4373 -2.0220 -1.5710
C -3.5220 -1.4434 -2.2126
C -4.1871 -0.3632 -1.6492
C -3.7440 0.1329 -0.4300
C -2.6444 -0.4323 0.1958
H 2.9795 0.5169 -3.2475
H 3.6938 2.4804 -4.5928
H 2.1157 3.5308 -6.1791
H -0.1882 2.6491 -6.3885
H -0.8924 0.7061 -5.0314
H -0.6732 -1.7142 -5.6987
H -0.3786 -3.7008 -7.1347
H 1.2588 -5.4504 -6.5111
H 2.5566 -5.2237 -4.4173
H 2.2375 -3.2312 -2.9666
H -1.9525 -2.8731 -2.0311
H -3.8494 -1.8444 -3.1650
H -5.0310 0.0881 -2.1565
H -4.2617 0.9617 0.0385
H -2.3071 -0.0235 1.1415
Cl 2.4965 2.5461 -0.6251
C 1.3347 3.2432 0.4888
C 1.8033 3.9078 1.5924
C 0.9309 4.4376 2.5601
C -0.4474 4.2916 2.3237
C -0.9326 3.6149 1.2281
C -0.0731 3.0177 0.2148
C -0.5535 2.2697 -0.8220
H 2.8754 4.0226 1.7102
H 1.3095 5.0155 3.3934
H -1.1534 4.7261 3.0281
H -2.0046 3.5241 1.0791
H 0.0838 1.9009 -1.6140
H -1.6226 2.1649 -0.9686
*
```

Calculated values
calculated total energy: -3289.26444 Ha
highest occupied orbital energy: -2.8967 eV
energy above the lowest of the compared OMol25 structures with the same formula, charge and spin: 0.0 kJ/mol

Results of the Löwdin charge analysis, in e, for atoms 1 through 4: number 1, Sn, carries 0.73; number 2, I, carries 0.04; number 3, C, carries -0.13; number 4, N, carries -0.04

=====

5.
The following is a quantum chemistry calculation of a molecular structure, C20H60AsF6O10 in a non-equilibrium geometry, from OMol25.

```
! wB97M-V def2-TZVPD RIJCOSX def2/J DEFGRID3
* xyz -1 1
As -0.4472 0.7896 0.1242
F -1.3782 -0.2564 -1.0023
F 0.7669 0.9016 -1.1194
F 0.5355 1.7615 1.0779
F -1.6314 0.6742 1.2913
F 0.3766 -0.5883 0.7657
F -1.2693 2.1682 -0.5682
C 2.6600 3.6007 -1.2531
C 1.5571 3.8622 -2.3167
O 1.5174 2.7775 -3.2021
H 2.7385 4.4557 -0.5169
H 3.6048 3.4474 -1.7248
H 2.5186 2.6587 -0.7523
H 1.6882 4.7708 -2.8787
H 0.5612 4.0165 -1.8444
H 1.2571 1.9882 -2.7021
C 4.4578 -0.8878 1.8929
C 3.1339 -0.1709 1.6885
O 3.1951 1.1997 2.2962
H 4.3329 -1.8684 1.4163
H 4.7508 -1.1815 2.8711
H 5.2772 -0.3062 1.4078
H 2.2226 -0.7027 2.0239
H 2.9513 0.1243 0.6613
H 2.3434 1.5664 2.1194
C 0.9226 0.1847 5.0231
C 0.0944 -0.1822 3.8420
O 0.2319 -1.5658 3.4911
H 2.0340 0.1584 4.8760
H 0.7067 -0.6125 5.7997
H 0.6620 1.1648 5.4158
H 0.3164 0.4760 3.0126
H -0.9310 0.0510 4.1415
H -0.1048 -1.6759 2.5369
C 0.7482 0.5957 -5.8765
C 2.1268 1.1480 -5.6573
O 2.1552 2.6037 -5.7987
H 0.7127 -0.5113 -5.7492
H 0.4211 0.9877 -6.8147
H 0.1044 1.0999 -5.1654
H 2.7997 0.7632 -6.4061
H 2.5273 0.8492 -4.7083
H 1.9318 2.8917 -4.8954
C 5.4353 5.1586 2.2573
C 6.4170 4.0330 2.3756
O 6.0445 2.9232 1.4594
H 5.5924 6.0567 2.8421
H 4.4865 4.6895 2.5522
H 5.3992 5.6149 1.2789
H 6.4322 3.6788 3.3760
H 7.3842 4.3461 2.0661
H 5.1523 2.7629 1.6422
C -6.0537 -3.1499 1.1119
C -5.2467 -3.8549 2.2002
O -4.7928 -2.9416 3.2399
H -6.2314 -3.8295 0.3058
H -5.6000 -2.3356 0.6046
H -6.9974 -2.8438 1.5410
H -4.3575 -4.2880 1.7557
H -5.8001 -4.7579 2.5504
H -3.8308 -2.7667 3.0610
C -0.9085 -4.9847 3.6258
C -0.3832 -4.7653 2.2482
O -1.2470 -3.8275 1.6688
H -1.0362 -4.0662 4.1892
H -0.2916 -5.6188 4.2629
H -1.9235 -5.4525 3.6207
H -0.4609 -5.7324 1.7172
H 0.6670 -4.4611 2.3687
H -1.0398 -3.7818 0.6867
C -3.4096 4.5170 -0.5844
C -4.3532 3.3214 -0.2528
O -4.0030 2.7994 1.0121
H -3.6867 5.1125 -1.4624
H -2.3872 4.2134 -0.7502
H -3.2925 5.2131 0.2658
H -4.2675 2.6331 -1.0268
H -5.3425 3.6800 -0.1416
H -3.0497 2.5961 1.0159
C 0.6234 -5.3084 -1.5439
C 0.4565 -3.8721 -1.9262
O -0.1909 -3.1547 -0.8886
H 1.0844 -5.4242 -0.5556
H 1.2008 -5.8924 -2.2554
H -0.3752 -5.8914 -1.5280
H -0.1232 -3.7268 -2.8160
H 1.4064 -3.2975 -2.0328
H -0.3810 -2.2912 -1.2327
C -3.0098 -0.2116 -4.1074
C -4.1862 -0.5082 -3.1979
O -3.8678 -1.4729 -2.2038
H -2.3760 -1.0399 -4.1707
H -2.3442 0.6197 -3.7868
H -3.3186 -0.0420 -5.1510
H -5.0163 -0.8982 -3.7609
H -4.5435 0.4394 -2.8436
H -3.2364 -1.1464 -1.5056
*
```

Calculated values
calculated total energy: -4385.48336 Ha
highest occupied orbital energy: -7.4050 eV
energy above the lowest of the compared OMol25 structures with the same formula, charge and spin: 0.0 kJ/mol

Results of the Löwdin charge analysis, in e, for atoms 1 through 4: number 1, As, carries 0.71; number 2, F, carries -0.26; number 3, F, carries -0.24; number 4, F, carries -0.20

=====

6.
The following is a quantum chemistry calculation of a molecular structure, C26H41GaN4O6P2S, from OMol25.

```
! wB97M-V def2-TZVPD RIJCOSX def2/J DEFGRID3
* xyz 2 1
Ga 1.4024 -0.6795 -0.1130
C -1.6695 4.4561 -1.1486
C -0.6353 3.3730 -1.3195
C -0.9977 2.3254 -2.3383
O -0.5210 2.7051 0.0072
P 0.8616 2.3213 0.5935
O 1.5798 1.2114 -0.1511
C 0.5001 1.7874 2.2755
P -0.3938 0.2165 2.3670
O 0.1499 -0.7183 1.3046
O -1.8908 0.4421 2.0972
C -2.8059 1.1300 3.0469
C -3.7560 0.0865 3.5805
C -3.4658 2.2453 2.2711
O -0.2504 -0.3351 3.8048
C 1.0097 -0.8952 4.3609
C 0.8169 -2.3869 4.4780
C 1.2574 -0.1911 5.6730
O 1.8248 3.5282 0.6010
C 1.4832 4.8569 1.1706
C 2.2761 5.0253 2.4450
C 1.8194 5.8824 0.1144
H -1.8324 4.9512 -2.1022
H -1.3495 5.2039 -0.4284
H -2.6138 4.0276 -0.8198
H 0.3522 3.8001 -1.5291
H -1.9399 1.8459 -2.0793
H -0.2212 1.5635 -2.4286
H -1.1105 2.8050 -3.3087
H -0.0536 2.5574 2.8132
H 1.4654 1.6581 2.7712
H -2.1833 1.5262 3.8555
H -4.3450 -0.3389 2.7716
H -4.4344 0.5500 4.2946
H -3.2170 -0.7099 4.0861
H -4.0839 1.8386 1.4744
H -2.7276 2.9141 1.8338
H -4.1030 2.8205 2.9399
H 1.8033 -0.6692 3.6375
H -0.0025 -2.6094 5.1559
H 1.7242 -2.8359 4.8755
H 0.6070 -2.8325 3.5091
H 0.4380 -0.3761 6.3619
H 1.3673 0.8818 5.5398
H 2.1723 -0.5734 6.1192
H 0.4037 4.8499 1.3703
H 3.3421 5.0130 2.2312
H 2.0554 4.2443 3.1681
H 2.0278 5.9832 2.8993
H 2.8866 5.8801 -0.0904
H 1.5387 6.8715 0.4714
H 1.2844 5.6909 -0.8118
S 3.3532 -1.6805 -0.1749
C 2.7702 -2.7069 -1.5111
N 3.7171 -3.4580 -2.0692
N 3.5761 -4.2972 -3.0092
C 2.4526 -4.8962 -3.6494
C 1.3693 -5.3941 -2.9341
C 0.3718 -6.0562 -3.6213
C 0.4503 -6.2187 -5.0012
C 1.5487 -5.7421 -5.6997
C 2.5663 -5.0895 -5.0222
N 1.5539 -2.6466 -2.0275
N 0.6946 -1.8187 -1.5357
C -0.5799 -1.7799 -2.1651
C -1.6881 -1.4284 -1.4018
C -2.9380 -1.3977 -1.9995
C -3.0778 -1.7075 -3.3447
C -1.9633 -2.0545 -4.0958
C -0.7090 -2.0967 -3.5136
H 4.4803 -4.6438 -3.3434
H 1.3133 -5.2874 -1.8628
H -0.4703 -6.4568 -3.0772
H -0.3391 -6.7343 -5.5262
H 1.6230 -5.8854 -6.7669
H 3.4317 -4.7264 -5.5560
H -1.5815 -1.2187 -0.3455
H -3.8071 -1.1455 -1.4100
H -4.0548 -1.6852 -3.8062
H -2.0718 -2.2950 -5.1414
H 0.1621 -2.3702 -4.0901
*
```

Calculated values
calculated total energy: -4691.22416 Ha
highest occupied orbital energy (spin up / spin down): -12.9213 / -12.9210 eV

Results of the Löwdin charge analysis, in e, for atoms 1 through 4: number 1, Ga, carries 0.26; number 2, C, carries -0.02; number 3, C, carries -0.39; number 4, C, carries -0.02